Record 1
One molecule with the formula C17H20N2O5. Source: the OMol25 dataset; level of theory: ωB97M-V/def2-TZVPD.

Atoms and positions in Å:
C  3.55  -2.13  0.66
C  2.99  -0.98  -0.12
C  4.11  -0.55  -1.08
C  3.91  0.76  -1.87
N  2.87  0.42  -2.84
C  2.27  1.31  -3.74
O  2.82  2.39  -3.85
C  0.81  1.17  -4.29
O  -0.04  0.76  -3.24
C  -0.47  1.94  -2.46
C  -0.42  1.50  -1.05
C  -1.53  0.81  -0.52
C  -1.17  0.57  0.76
C  -2.05  -0.05  1.87
C  -1.63  0.09  3.24
C  -2.59  -0.34  4.15
C  -3.72  -0.94  3.82
C  -4.22  -1.01  2.48
C  -3.32  -0.63  1.49
O  -5.50  -1.30  2.43
C  -5.94  -1.52  3.77
O  -4.79  -1.27  4.62
O  0.07  1.05  1.03
N  0.57  1.64  -0.15
H  4.43  -1.97  1.24
H  2.78  -2.41  1.42
H  3.64  -3.03  -0.03
H  2.83  -0.04  0.50
H  2.04  -1.23  -0.69
H  4.97  -0.38  -0.38
H  4.31  -1.39  -1.71
H  3.41  1.54  -1.16
H  4.82  1.06  -2.40
H  2.26  -0.37  -2.66
H  0.86  0.46  -5.09
H  0.52  2.15  -4.70
H  -1.51  2.21  -2.78
H  0.13  2.93  -2.62
H  -2.46  0.57  -1.04
H  -0.64  0.58  3.49
H  -2.38  -0.16  5.19
H  -3.72  -0.91  0.50
H  -6.20  -2.51  3.84
H  -6.72  -0.78  3.96

As for the HOMO-LUMO gap: 8.6 eV. The total energy is -1145.3620 Eh. As for the SMILES: CCCCNC(=O)COCc1cc(-c2ccc3c(c2)OCO3)on1. Its net charge is 0. The energy above the lowest of the compared OMol25 structures with the same formula, charge and spin is 659.2 kJ/mol.

---

Record 2
A 3-piece molecular cluster, C17H34NS overall. Source: the OMol25 dataset; level of theory: ωB97M-V/def2-TZVPD.

Atoms and positions in Å:
S  -0.24  -0.90  -1.34
N  1.12  -0.01  -2.04
C  1.83  0.89  -1.17
C  3.01  1.71  -1.81
C  3.38  1.55  -3.31
C  2.57  0.52  -4.14
C  1.42  -0.24  -3.43
H  -1.32  -0.47  -2.10
H  1.58  1.06  -0.07
H  3.59  2.47  -1.19
H  4.22  2.16  -3.78
H  2.80  0.35  -5.25
H  0.82  -1.00  -4.03
C  -5.59  -5.78  -1.03
C  -4.28  -5.95  -0.27
C  -3.63  -4.62  0.11
C  -3.22  -3.73  -1.07
C  -2.25  -4.37  -2.06
C  -0.91  -4.74  -1.44
H  -5.44  -5.26  -1.98
H  -6.02  -6.76  -1.25
H  -6.31  -5.21  -0.44
H  -3.59  -6.56  -0.86
H  -4.48  -6.51  0.64
H  -2.75  -4.82  0.74
H  -4.32  -4.05  0.74
H  -2.76  -2.81  -0.66
H  -4.11  -3.40  -1.61
H  -2.07  -3.66  -2.88
H  -2.70  -5.26  -2.52
H  -0.42  -3.86  -1.02
H  -0.24  -5.16  -2.20
H  -1.02  -5.48  -0.65
C  3.73  5.98  3.67
C  2.99  4.68  3.96
C  2.96  3.73  2.76
C  2.22  4.27  1.53
C  0.77  4.67  1.75
C  -0.12  3.51  2.18
H  3.25  6.55  2.88
H  3.76  6.60  4.57
H  4.77  5.78  3.37
H  1.98  4.90  4.30
H  3.49  4.17  4.79
H  2.50  2.78  3.07
H  3.99  3.48  2.47
H  2.26  3.50  0.74
H  2.77  5.13  1.13
H  0.37  5.08  0.82
H  0.70  5.47  2.49
H  -0.11  2.71  1.43
H  -1.15  3.84  2.30
H  0.20  3.09  3.14

As for the HOMO-LUMO gap: 7.8 eV. The total energy is -1120.7013 Eh. Its net charge is +1. The energy above the lowest of the compared OMol25 structures with the same formula, charge and spin is 0.0 kJ/mol.

---

Record 3
A 2-piece molecular cluster, CH4NO2 overall. Source: the OMol25 dataset; level of theory: ωB97M-V/def2-TZVPD.

Atoms and positions in Å:
O  -0.72  -0.29  1.98
H  -0.40  -0.11  0.92
C  0.59  -0.06  -0.44
N  -0.13  -0.64  -1.64
O  0.57  1.11  -0.14
H  -0.13  -0.10  2.72
H  -0.11  -0.08  -2.58
H  -0.77  -1.41  -1.64

As for the HOMO-LUMO gap: 6.6 eV. The total energy is -245.6707 Eh. Its net charge is -1. The energy above the lowest of the compared OMol25 structures with the same formula, charge and spin is 333.2 kJ/mol.

---

Record 4
C15H15NO3Ti as an isolated structure. Source: the OMol25 dataset; level of theory: ωB97M-V/def2-TZVPD.

Atoms and positions in Å:
C  0.06  -1.51  -3.40
C  -1.25  -1.52  -2.82
C  -1.14  -2.10  -1.52
C  0.22  -2.45  -1.28
C  0.97  -2.12  -2.46
Ti  0.46  0.06  -1.65
C  -1.31  1.63  -2.48
C  0.02  1.91  -3.02
C  0.51  2.68  -4.17
N  1.98  0.33  -1.72
H  -1.99  -2.30  -0.84
H  -2.18  -1.18  -3.29
H  0.59  -2.99  -0.40
H  2.04  -2.27  -2.60
H  0.32  -1.17  -4.40
H  -2.12  1.07  -2.99
H  2.60  0.99  -2.60
H  -1.52  1.99  -1.40
H  -0.13  3.49  -5.00
H  1.75  2.66  -4.28
O  0.97  1.86  2.17
C  0.52  1.05  3.14
C  0.75  1.40  4.48
C  0.31  0.55  5.49
C  -0.37  -0.63  5.19
C  -0.63  -0.96  3.85
C  -0.17  -0.15  2.81
C  -0.55  -0.50  1.40
O  -1.45  -1.32  1.22
O  0.12  0.14  0.47
H  0.78  1.37  1.31
H  1.27  2.33  4.69
H  0.49  0.83  6.53
H  -0.72  -1.30  5.98
H  -1.18  -1.86  3.58

As for the HOMO-LUMO gap (alpha / beta): 6.4 / 7.7 eV. The total energy is -1710.4356 Eh. As for the multiplicity: 2. Its net charge is -1.

---

Record 5
One molecule with the formula C20H28N4O6S2. Source: the OMol25 dataset; level of theory: ωB97M-V/def2-TZVPD.

Atoms and positions in Å:
C  -1.44  -3.08  -0.27
N  -2.36  -2.93  0.83
C  -3.76  -2.77  0.47
C  -3.99  -1.44  -0.17
C  -4.19  -0.20  0.38
C  -4.30  0.70  -0.70
C  -4.15  -0.05  -1.83
O  -3.96  -1.34  -1.51
C  -2.02  -2.72  2.12
O  -2.83  -2.60  3.01
C  -0.51  -2.66  2.44
N  0.15  -1.64  1.67
C  1.36  -1.76  1.07
C  1.63  -0.61  0.37
S  3.13  -0.45  -0.59
O  2.85  0.27  -1.79
O  3.60  -1.80  -0.72
N  4.27  0.36  0.28
C  4.05  1.77  0.53
C  3.44  1.86  1.94
C  3.77  0.52  2.61
C  4.60  -0.24  1.56
C  0.52  0.24  0.55
S  0.13  1.85  -0.09
O  1.33  2.53  -0.51
O  -0.67  2.50  0.91
N  -0.89  1.44  -1.36
C  -0.18  0.90  -2.50
C  0.23  2.10  -3.38
C  -0.63  3.27  -2.85
C  -1.59  2.61  -1.86
C  -0.37  -0.43  1.36
H  -1.16  -2.11  -0.70
H  -1.94  -3.65  -1.05
H  -0.54  -3.61  0.02
H  -4.05  -3.56  -0.22
H  -4.34  -2.84  1.39
H  -4.26  0.03  1.42
H  -4.47  1.75  -0.64
H  -4.18  0.20  -2.87
H  -0.44  -2.43  3.51
H  -0.04  -3.63  2.26
H  1.97  -2.64  1.15
H  5.01  2.28  0.48
H  3.39  2.17  -0.24
H  2.36  2.02  1.87
H  3.87  2.70  2.49
H  4.33  0.64  3.53
H  2.86  -0.03  2.84
H  5.67  -0.08  1.73
H  4.40  -1.30  1.51
H  0.69  0.34  -2.17
H  -0.86  0.23  -3.03
H  0.04  1.90  -4.43
H  1.29  2.30  -3.24
H  0.00  3.99  -2.33
H  -1.16  3.78  -3.65
H  -2.50  2.26  -2.36
H  -1.86  3.24  -1.02
H  -1.32  -0.10  1.72

As for the HOMO-LUMO gap: 9.4 eV. The total energy is -2245.7086 Eh. As for the SMILES: CN(Cc1ccco1)C(=O)Cn1cc(S(=O)(=O)N2CCCC2)c(S(=O)(=O)N2CCCC2)c1. Its net charge is 0. The energy above the lowest of the compared OMol25 structures with the same formula, charge and spin is 0.0 kJ/mol.

---

Record 6
C14H20LiO10S as an isolated structure. Source: the OMol25 dataset; level of theory: ωB97M-V/def2-TZVPD.

Atoms and positions in Å:
Li  -0.51  -0.04  -0.63
S  -0.52  1.99  -3.17
O  -0.11  1.14  -4.31
O  -0.29  1.17  -2.00
O  0.34  3.12  -3.08
O  -1.94  2.44  -3.14
C  1.39  -2.04  1.31
O  1.05  -1.40  0.12
H  2.24  -2.69  0.98
H  0.66  -2.82  1.51
H  1.55  -1.33  2.03
H  1.33  -2.00  -0.79
C  -0.79  0.96  2.54
O  -0.79  1.14  1.20
H  -1.60  0.51  2.98
H  -0.89  1.94  2.72
H  0.13  0.38  2.89
H  -1.38  1.88  0.93
C  -3.43  -3.14  1.55
C  -2.63  -2.46  0.57
C  -3.24  -1.75  -0.45
C  -4.59  -1.68  -0.59
C  -5.41  -2.26  0.34
C  -4.99  -3.08  1.36
O  -5.77  -3.78  2.33
O  -2.37  -1.20  -1.38
H  -3.02  -3.72  2.16
H  -1.51  -2.77  0.67
H  -5.08  -1.12  -1.22
H  -6.62  -2.15  0.12
H  -5.59  -4.13  3.14
H  -2.82  -0.66  -2.18
C  4.49  1.18  -1.56
C  3.13  1.46  -1.29
C  2.71  2.26  -0.35
C  3.71  3.03  0.40
C  5.06  2.74  0.19
C  5.45  1.92  -0.83
O  6.74  1.56  -0.95
O  1.42  2.59  -0.15
H  4.91  0.41  -2.14
H  2.22  0.92  -2.00
H  3.41  3.62  1.29
H  5.77  3.46  0.69
H  7.28  2.31  -1.06
H  0.91  2.11  -0.75

As for the HOMO-LUMO gap: 5.2 eV. The total energy is -1703.4723 Eh. Its net charge is -1. The energy above the lowest of the compared OMol25 structures with the same formula, charge and spin is 299.8 kJ/mol.

---

Record 7
One molecule with the formula C4H6O2. Source: the OMol25 dataset; level of theory: ωB97M-V/def2-TZVPD.

Atoms and positions in Å:
C  -0.92  -0.26  1.32
C  -0.06  -0.90  0.53
C  0.73  -0.14  -0.50
O  1.58  0.89  -0.02
C  -0.30  0.62  -1.38
O  -1.41  0.92  -1.02
H  -1.72  -0.79  1.83
H  -0.92  0.82  1.40
H  -0.07  -1.98  0.45
H  1.31  -0.82  -1.14
H  1.74  0.71  0.92
H  0.04  0.94  -2.38

As for the HOMO-LUMO gap: 10.5 eV. The total energy is -306.4308 Eh. As for the SMILES: C=C[C@H](O)C=O. Its net charge is 0. The energy above the lowest of the compared OMol25 structures with the same formula, charge and spin is 198.1 kJ/mol.

---

Record 8
C26H50GdNOP3 as an isolated structure. Source: the OMol25 dataset; level of theory: ωB97M-V/def2-TZVPD.

Atoms and positions in Å:
Gd  0.21  -0.07  0.24
P  0.62  -2.60  1.52
P  0.00  -1.10  -2.33
P  -2.44  -1.02  0.65
H  -0.02  2.84  1.31
C  -0.62  2.04  1.76
C  -0.07  1.14  2.64
H  0.98  1.19  2.94
C  2.25  -3.16  2.16
C  0.25  -4.10  0.53
C  -0.28  -2.94  3.09
C  -0.40  0.25  -3.49
C  1.67  -1.48  -2.94
C  -1.06  -2.47  -2.90
C  -3.18  -0.48  2.24
C  -3.22  -2.65  0.40
C  -3.42  0.03  -0.48
H  -1.70  2.15  1.62
H  -0.69  0.49  3.26
H  2.62  -2.51  2.96
H  3.00  -3.25  1.36
H  2.05  -4.16  2.58
H  0.82  -4.07  -0.41
H  -0.82  -4.17  0.29
H  0.56  -5.00  1.09
H  0.03  -2.19  3.83
H  0.01  -3.93  3.46
H  -1.36  -2.89  2.97
H  -0.39  -0.08  -4.54
H  0.28  1.10  -3.37
H  -1.39  0.58  -3.20
H  1.64  -1.50  -4.04
H  1.98  -2.44  -2.52
H  2.35  -0.69  -2.59
H  -0.87  -2.71  -3.97
H  -2.12  -2.23  -2.76
H  -0.86  -3.36  -2.28
H  -4.27  -0.41  2.09
H  -2.78  0.49  2.54
H  -2.96  -1.22  3.02
H  -4.31  -2.56  0.41
H  -2.92  -3.34  1.21
H  -2.91  -3.08  -0.56
H  -4.49  -0.04  -0.23
H  -3.28  -0.26  -1.53
H  -3.10  1.08  -0.38
C  -4.12  2.59  -2.95
C  -4.18  3.49  -4.04
C  -4.92  4.66  -3.88
C  -5.57  4.93  -2.66
C  -5.56  3.99  -1.62
C  -4.93  2.76  -1.82
O  -3.16  1.61  -2.94
H  -2.56  1.76  -3.71
H  -3.63  3.24  -4.95
H  -5.00  5.35  -4.72
H  -6.08  5.88  -2.52
H  -6.06  4.20  -0.67
H  -5.01  1.95  -1.09
C  3.74  0.80  3.28
N  4.87  0.15  2.56
C  5.60  -0.82  3.43
C  4.44  -0.46  1.23
C  3.84  0.58  0.34
C  4.73  1.56  -0.15
C  4.25  2.65  -0.87
C  2.89  2.73  -1.18
C  2.01  1.74  -0.71
C  2.49  0.67  0.04
H  2.96  0.05  3.46
H  3.34  1.62  2.67
H  4.12  1.18  4.23
H  5.52  0.90  2.31
H  4.93  -1.65  3.67
H  6.48  -1.18  2.88
H  5.91  -0.29  4.34
H  5.35  -0.89  0.81
H  3.75  -1.28  1.46
H  5.80  1.46  0.05
H  4.95  3.41  -1.21
H  2.51  3.58  -1.75
H  0.94  1.87  -0.98

As for the HOMO-LUMO gap (alpha / beta): 4.6 / 3.8 eV. The total energy is -2939.4116 Eh. As for the multiplicity: 8. Its net charge is +3. The energy above the lowest of the compared OMol25 structures with the same formula, charge and spin is 0.0 kJ/mol.

---

no.,strongest force on any atom (Eh/bohr)
1,0.0960
2,0.0956
3,0.0886
4,0.2204
5,0.0225
6,0.2524
7,0.0128
8,0.0444